Molecular formula: C5H28NO7
Method: DFT, ωB97M-V with the def2-TZVPD basis set

Its HOMO energy is -14.127 eV. As for the total energy: -21457.0196 eV. The calculation puts the HOMO-LUMO gap at 11.696 eV. Its charge is +1. For the relative energy (zero: lowest compared OMol25 entry of this formula, charge and spin), the calculation gives 1.1 kcal per mole.

Atoms and positions in Å:
H1 1.9006 0.2969 -0.0843
H2 -4.3070 -1.2855 1.0724
H3 -0.2214 2.6467 -0.6844
C1 0.4134 -0.5936 1.1500
O1 1.2422 1.5617 -3.4584
H4 0.4023 -1.3378 1.9349
N1 -0.8778 -0.7916 0.3930
H5 -2.1245 -0.6811 -2.4729
H6 -1.7800 1.3637 -4.1111
H7 4.3981 -2.8110 0.6738
H8 -2.3364 -1.7475 3.4139
O2 -0.5723 4.8798 -0.0277
H9 0.9197 0.7334 -3.8241
H10 0.3629 4.8827 -0.2594
H11 -1.6930 -0.5808 0.9812
C2 1.6239 -0.7065 0.2596
H12 -1.0021 -0.0566 -0.3175
H13 -1.3722 1.3897 -2.5649
C3 2.8657 -1.3454 0.8799
O3 -1.6606 0.8375 -3.3104
H14 -3.9045 -0.6836 2.4018
H15 3.5650 -0.6191 1.2842
H16 2.5044 -1.9444 1.7211
C4 0.2451 0.7962 1.8585
O4 -2.6659 -1.3057 -1.9465
O5 -0.1557 1.7654 -1.0724
H17 0.4807 0.7494 2.9227
H18 0.9979 1.4458 1.4228
H19 -1.1841 -2.5732 3.8614
O6 -3.5229 -1.0262 1.5792
H20 -0.5926 5.1662 0.8921
H21 0.3572 1.8146 -1.9034
H22 -0.7598 1.1756 1.7253
H23 2.9181 -3.1940 -0.2026
C5 3.6230 -2.3921 0.0355
H24 2.1720 1.6999 -3.6518
H25 1.3950 -1.1691 -0.7128
O7 -1.3832 -1.8375 3.2650
H26 -0.8825 -1.6700 -0.1320
H27 4.1317 -1.9661 -0.8312
H28 -3.5207 -0.8869 -2.1604

---

Molecular formula: C20H27CoFIN3O3
Method: DFT, ωB97M-V with the def2-TZVPD basis set

As for the spin multiplicity: 4. Its HOMO energy (alpha / beta) is -4.482 / -5.633 eV. As for the total energy: -80231.9636 eV. The calculation puts the HOMO-LUMO gap (alpha / beta) at 2.266 / 3.417 eV. Its charge is 0.

Atoms and positions in Å:
H1 0.8131 -2.1351 2.8716
H2 3.3213 -2.9354 1.2263
N1 -0.5659 1.9284 3.6305
H3 1.1395 -4.5137 2.7408
H4 0.6464 0.3903 -8.8192
H5 -2.3337 2.9895 3.2077
N2 0.9773 -1.6951 0.8022
H6 -1.2222 1.9436 -0.9499
C1 2.6318 -3.0870 2.0555
C2 -0.9468 1.3577 -5.2992
H7 -3.0737 2.9774 5.6370
H8 3.0672 -3.1018 3.0562
H9 -1.8177 1.6977 -4.7337
H10 0.5226 1.0790 6.7127
C3 -2.3608 2.2645 5.2164
C4 0.1347 -1.4198 -7.7514
C5 -0.9439 1.9967 1.1863
H11 0.4182 0.6440 -7.0938
Co1 -0.3086 -0.3470 -4.4602
C6 -0.4089 1.3968 2.3613
H12 -0.2884 -1.9328 -8.6239
C7 -1.6235 2.8376 4.0187
H13 1.1748 -1.7253 -7.6322
H14 -0.0961 2.0373 -5.0898
C8 0.4479 1.7479 4.6513
H15 -1.1949 3.8180 4.2962
H16 -2.8786 1.3314 4.9919
C9 -0.0531 0.2675 -0.2267
C10 0.0437 0.0845 -7.9532
H17 -0.4248 -1.7788 -6.8795
N3 -1.3506 1.9423 6.2543
H18 1.2538 1.1211 4.2670
O1 2.3297 -2.9566 -2.8503
H19 -0.9585 2.8432 6.5308
H20 1.8737 -3.0880 -0.4621
F1 -1.6349 3.1868 1.2956
C11 1.3409 -2.1468 -0.4386
H21 0.8906 2.7268 4.9213
O2 -0.3070 0.2472 -2.5768
I1 -2.3428 -1.5461 -4.9695
H22 -1.8173 1.5204 7.0623
H23 1.2819 -4.4552 0.8961
C12 -0.7925 1.4623 -0.0735
C13 1.6067 -1.9595 -2.9009
C14 1.0366 -1.4625 -1.5984
C15 1.2707 -2.4698 1.9426
C16 1.4451 -3.9597 1.8544
C17 0.3026 0.1921 2.1830
H24 -0.5591 0.0998 5.6827
H25 -0.9907 0.3891 -8.1389
C18 0.4190 -0.4091 0.9262
H26 0.7725 -0.2634 3.0523
C19 -0.1831 1.1084 5.8767
H27 -1.1796 1.3526 -6.3654
C20 0.2051 -0.2894 -1.5387
O3 1.2900 -1.3043 -3.9821

---

Molecular formula: C15H43BO9Si2
Method: DFT, ωB97M-V with the def2-TZVPD basis set

Its HOMO energy is -9.202 eV. As for the total energy: -51112.1067 eV. The calculation puts the HOMO-LUMO gap at 9.582 eV. Its charge is 0.

Atoms and positions in Å:
H1 4.0279 2.7203 2.7139
H2 6.2190 -0.4405 0.0345
H3 6.2739 1.3269 -0.2372
O1 -7.7070 3.5167 -0.3826
H4 -1.6140 1.0200 4.7593
H5 -0.1635 -4.9558 -1.7150
H6 5.5543 0.2599 -1.4545
H7 -8.2214 2.8238 -2.2622
C1 -1.4502 0.3036 3.9485
C2 4.6427 3.7322 -0.2372
H8 6.2297 -2.0314 -2.6464
C3 -7.2097 2.0159 1.4623
H9 -6.7022 2.1519 -1.5992
C4 5.9270 -4.1603 -3.0109
H10 -2.1993 -1.2941 2.0651
H11 3.6858 -1.4076 -3.7281
C5 -8.2335 2.4891 0.4466
H12 6.5870 -4.7511 -2.3508
C6 5.5663 -2.8302 -2.2616
H13 5.5079 4.1908 -0.7148
H14 -7.6872 1.2932 2.1311
B1 -1.1069 -3.2639 -2.8276
H15 -6.8524 2.8521 2.0701
C7 -0.0329 0.4678 3.4316
C8 -4.9685 2.1623 0.7274
O2 -2.4412 -3.7015 -3.0619
O3 -0.5249 -2.3182 -3.6844
H16 -4.5066 2.2861 1.7124
O4 -6.1252 1.3467 0.8339
H17 -5.2009 3.1417 0.3026
O5 5.0432 3.2741 1.0438
H18 -0.8791 -3.6332 -0.6953
H19 3.5003 -1.2981 -1.3828
C9 -7.3307 3.0433 -1.6647
H20 0.6634 0.3231 4.2637
H21 -3.5327 -0.2838 1.4821
H22 0.1201 1.4765 3.0359
H23 -3.6542 -1.0506 3.0770
H24 -1.6003 -0.7020 4.3514
H25 -2.3559 -4.6494 -3.1620
H26 -6.7641 3.8315 -2.1601
C10 0.2225 -0.0011 1.1303
H27 0.2802 -0.8419 0.4406
H28 1.1450 -1.5385 -1.6066
H29 5.4277 0.7966 1.9911
O6 0.2793 -0.5133 2.4524
O7 4.3981 0.5229 0.2045
H30 6.5266 -3.9005 -3.8951
O8 -2.4071 0.5924 2.9380
Si1 1.3965 -2.9710 -1.3368
C11 -0.2620 -3.8612 -1.5908
H31 3.8561 4.4876 -0.1379
H32 -0.7078 0.5417 0.9454
H33 -4.2592 1.6578 0.0714
O9 2.6094 -3.4593 -2.4588
C12 4.4423 0.9756 1.5517
C13 4.0671 2.4425 1.6561
C14 -2.9686 -0.5786 2.3664
H34 -9.0876 2.9157 0.9814
H35 5.7522 -2.8764 -1.1729
H36 -8.5965 1.6508 -0.1549
H37 1.9384 -3.2005 0.0073
H38 -1.2270 -2.1055 -4.3037
H39 3.7102 0.3848 2.1120
H40 4.2878 2.9129 -0.8670
H41 5.0634 -4.7906 -3.2567
H42 1.0777 0.6580 0.9454
Si2 3.7891 -2.2179 -2.5072
H43 3.0774 2.6205 1.2243
C15 5.6845 0.4186 -0.3839

---

Molecular formula: C2H5N2S
Method: DFT, ωB97M-V with the def2-TZVPD basis set

Its HOMO energy is -14.970 eV. As for the total energy: -15960.8408 eV. The calculation puts the HOMO-LUMO gap at 8.638 eV. Its charge is +1. For the relative energy (zero: lowest compared OMol25 entry of this formula, charge and spin), the calculation gives 48.4 kcal per mole.

Atoms and positions in Å:
H1 0.3389 -1.6996 -0.7832
H2 0.6600 2.1561 0.2106
H3 2.1137 -1.8298 0.1296
C1 1.2035 -1.3218 -0.2084
N1 0.3332 1.2129 -0.1825
H4 -2.1822 -0.6988 0.2829
H5 -1.8014 1.5593 0.0368
C2 -0.9577 0.8273 0.0752
S1 1.5608 0.1889 0.3456
N2 -1.2686 -0.3945 0.0933